Computed, not measured: a cluster of 3 separate species, C36H79Br2IN8O4P2 in total in a non-equilibrium geometry, with wB97M-V/def2-TZVPD.

Each line ends with the Mulliken charge.
CARTESIAN COORDINATES (ANGSTROEM)
C: -2.888255 2.863495 3.575855  -0.790
C: -3.207762 3.516260 2.123539  -0.461
C: -1.837745 4.141709 1.507875  -0.484
C: -1.271577 3.072743 0.480793  -0.902
C: -2.021585 3.289786 -0.910277  -1.522
C: 0.323795 2.904417 0.411045  3.125
C: 0.619081 2.412594 1.886421  -1.319
Br: 0.184746 0.552149 2.526593  -0.118
C: 1.135766 3.162959 2.964848  0.242
C: 1.392166 2.555779 4.435779  -1.143
Br: 1.541537 5.067066 2.806024  -0.128
C: 0.810410 1.658957 -0.538526  0.421
C: 2.192858 0.942038 -0.181393  -0.890
C: 3.148829 0.526512 -1.370021  -0.882
N: 3.587515 -0.907946 -1.153031  -0.632
C: -0.207726 0.460175 -0.832400  -0.506
C: -0.095753 -0.168226 -2.317952  -0.421
C: -1.057886 -1.472921 -2.412116  1.061
C: -0.528745 -2.698217 -1.522016  -1.127
C: -2.604800 -1.131821 -2.216787  -1.283
O: 0.935976 2.224226 -1.897155  -0.328
C: 1.030459 3.619114 -1.912903  -0.498
O: 0.931547 4.314245 -2.918551  -0.614
C: 1.208929 4.013912 -0.340090  -0.554
C: 0.483202 5.475584 -0.400931  -0.487
C: 1.434381 6.649731 -0.901805  -0.392
C: 0.563055 8.015536 -0.830030  -1.068
I: 1.449843 9.596572 -2.042183  -0.034
N: 2.658455 4.068769 -0.079732  0.170
C: 3.541779 4.110844 -1.266155  0.101
C: 5.024568 4.432466 -0.660615  -1.254
H: -1.929097 3.255280 4.037653  0.080
H: -3.730394 3.173286 4.292137  0.411
H: -2.816279 1.732041 3.548303  0.136
H: -3.602359 2.652833 1.480206  0.212
H: -4.004570 4.303277 2.287610  0.453
H: -1.195178 4.393567 2.397053  0.151
H: -2.187213 5.060534 0.914785  0.463
H: -1.643878 2.053238 0.862574  0.791
H: -1.535132 2.767858 -1.800878  0.158
H: -3.054016 2.794351 -0.804404  0.395
H: -2.236433 4.374883 -1.175634  0.417
H: 2.070872 1.647741 4.405342  0.294
H: 1.797004 3.364204 5.137431  0.433
H: 0.376313 2.264973 4.871335  0.148
H: 2.004172 -0.014283 0.424414  0.490
H: 2.813044 1.592682 0.535623  0.462
H: 2.753531 0.574289 -2.420741  0.573
H: 4.118247 1.138036 -1.276189  0.320
H: 3.770858 -1.371939 -2.045421  0.216
H: 4.388289 -0.947017 -0.517855  0.210
H: -0.015838 -0.432685 -0.138836  0.181
H: -1.308341 0.697836 -0.711364  -0.010
H: -0.519025 0.539375 -3.115357  0.156
H: 0.936146 -0.558239 -2.564801  0.031
H: -0.943865 -1.823672 -3.512496  -0.150
H: 0.588150 -2.802399 -1.767349  0.251
H: -1.012126 -3.638764 -1.965046  0.323
H: -0.729184 -2.577143 -0.414359  0.263
H: -2.938365 -1.263740 -1.126323  0.237
H: -3.216776 -1.873552 -2.817858  0.378
H: -2.780429 -0.081700 -2.606283  0.281
H: 0.055649 5.805594 0.593319  0.353
H: -0.408970 5.466865 -1.122443  0.201
H: 2.345149 6.834985 -0.239783  0.188
H: 1.776108 6.557444 -1.976447  0.429
H: 0.427681 8.309335 0.268154  0.420
H: -0.475460 7.797522 -1.241112  0.453
H: 2.950301 4.880703 0.472605  0.709
H: 3.687151 3.135215 -1.817596  0.149
H: 3.360687 5.004053 -1.966028  0.085
H: 5.168347 5.549957 -0.535411  0.347
H: 5.029292 3.980955 0.388914  0.275
H: 5.846296 3.985116 -1.321349  0.359
O: 0.382845 -4.517419 -5.399911  -0.774
P: -0.487108 -4.168499 -6.617089  1.086
N: -1.286879 -5.720720 -6.642156  0.028
C: -1.767445 -6.423896 -7.826199  -0.846
C: -2.300428 -5.874132 -5.593922  -0.985
N: 0.909515 -4.243131 -7.677885  0.126
C: 1.094629 -5.238610 -8.720902  -1.414
C: 2.223325 -4.084558 -7.029720  -1.017
N: -1.519854 -3.687981 -7.986595  -0.069
C: -0.940857 -2.750748 -8.982072  -1.024
C: -2.679557 -2.914278 -7.457263  -1.057
H: -2.609837 -5.921983 -8.317668  0.290
H: -2.109710 -7.429585 -7.562428  0.400
H: -0.990108 -6.596109 -8.563221  0.175
H: -3.217799 -5.317714 -5.819894  0.316
H: -1.918032 -5.525495 -4.630484  0.224
H: -2.585901 -6.921947 -5.463877  0.348
H: 1.271660 -6.243150 -8.312444  0.337
H: 1.953473 -4.976224 -9.349302  0.426
H: 0.259325 -5.272365 -9.421221  0.421
H: 2.535905 -5.003528 -6.522323  0.321
H: 2.217580 -3.270050 -6.304013  0.299
H: 2.995652 -3.831388 -7.763448  0.318
H: -0.515517 -1.864669 -8.501285  0.366
H: -1.710435 -2.424726 -9.689650  0.373
H: -0.173976 -3.196088 -9.610404  0.329
H: -2.347591 -1.996882 -6.960135  0.396
H: -3.259103 -3.485622 -6.731901  0.210
H: -3.370349 -2.643989 -8.259605  0.401
O: 0.572495 -0.013060 6.709137  -0.698
P: 0.049663 -1.018774 7.747371  0.967
N: 0.892571 -2.383518 7.057481  0.092
C: 0.438350 -3.769707 7.062766  -0.819
C: 2.331332 -2.387152 7.340089  -1.119
N: -1.568172 -0.945706 7.070683  0.173
C: -2.237556 -2.061466 6.422262  -1.363
C: -1.872787 0.241905 6.255257  -1.115
N: -0.539483 -2.082935 9.048862  -0.114
C: -1.879940 -1.789302 9.615979  -0.990
C: 0.352932 -1.922782 10.232742  -1.056
H: 0.422047 -4.217798 8.063714  0.299
H: 1.097825 -4.391629 6.449371  0.387
H: -0.539365 -3.898556 6.610488  0.172
H: 2.550006 -2.683357 8.372810  0.318
H: 2.762648 -1.396719 7.170257  0.254
H: 2.865239 -3.084019 6.687780  0.386
H: -1.777729 -2.321157 5.458638  0.305
H: -3.289966 -1.818003 6.236590  0.392
H: -2.282463 -2.948500 7.055005  0.461
H: -1.435032 0.164359 5.254932  0.244
H: -1.508345 1.156570 6.725789  0.359
H: -2.953248 0.373757 6.135899  0.407
H: -1.969244 -0.741100 9.916798  0.369
H: -2.067835 -2.418121 10.492584  0.369
H: -2.701635 -2.019635 8.942951  0.302
H: 0.324267 -0.896095 10.612022  0.387
H: 1.392282 -2.154165 9.999174  0.227
H: 0.060290 -2.599251 11.039387  0.393

Forces on atoms 1 to 2 (eV/Å):
C -0.7 0.4 0.2
C 1.0 -0.7 1.1

Results
SMILES: CCC[C@@H](C)[C@@]1(/C(Br)=C(/C)Br)[C@@](CCN)(CCC(C)C)OC(=O)[C@]1(CCCI)NCC.CN(C)P(=O)(N(C)C)N(C)C.CN(C)P(=O)(N(C)C)N(C)C
Highest occupied orbital energy (eV): -8.26